<1>
A single C5H13N3O molecule, computed with ωB97M-V/def2-TZVPD.

Output
SMILES: C[C@@H](C=O)N(C)N(C)N
HOMO (eV): -8.5
Total charge: 0
Multiplicity: 1

Last column: natural (NBO) charge in e.
Atoms and positions in Å:
C 2.475 -0.471 -0.260  -0.61
C 0.998 -0.720 -0.514  -0.15
C 0.302 -1.495 0.717  0.45
O 0.824 -1.649 1.798  -0.63
N 0.231 0.487 -0.475  -0.27
C -0.277 0.961 -1.741  -0.43
N -0.887 0.106 0.564  -0.11
C -0.967 1.159 1.561  -0.42
N -2.142 -0.289 0.062  -0.68
H 2.931 0.046 -1.102  0.20
H 2.603 0.130 0.637  0.22
H 2.981 -1.421 -0.094  0.22
H 0.826 -1.330 -1.412  0.17
H -0.447 -2.212 0.324  0.09
H 0.574 1.289 -2.338  0.21
H -0.814 0.188 -2.308  0.18
H -0.932 1.813 -1.559  0.20
H -1.448 2.059 1.161  0.18
H -1.541 0.799 2.417  0.21
H 0.044 1.395 1.878  0.24
H -2.425 -1.199 0.411  0.37
H -2.911 0.353 0.270  0.35

***

<2>
A molecular structure, C5H13N3O, computed with ωB97M-V/def2-TZVPD.

Output
HOMO (spin up / spin down) (eV): -7.9 / -7.3
Total charge: 0
Multiplicity: 1

Last column: natural (NBO) charge in e.
Atoms and positions in Å:
C 1.430 -0.560 1.248  -0.47
N 1.309 0.441 0.267  -0.22
N 2.014 1.653 0.547  -0.64
C 0.009 0.725 -0.412  -0.19
C -0.596 1.871 0.076  -0.30
H 2.998 1.401 0.602  0.35
H 1.752 2.037 1.454  0.33
H 0.145 0.699 -1.491  0.22
H 0.108 -0.978 1.376  0.39
H 1.778 -1.524 0.873  0.20
H 1.952 -0.240 2.146  0.19
H -0.620 2.070 1.139  0.18
H -1.068 2.600 -0.568  0.19
C -0.465 -1.779 -1.289  -0.67
C -1.090 -0.828 -0.270  0.55
N -2.406 -0.451 -0.641  -0.83
O -1.009 -1.203 0.992  -0.67
H -2.450 0.024 -1.534  0.36
H -2.841 0.108 0.081  0.38
H 0.608 -1.869 -1.123  0.22
H -0.635 -1.435 -2.311  0.21
H -0.922 -2.760 -1.164  0.23

***

The computed energies, referenced to the most stable structure and given in eV, are <1> 0.000; <2> 2.360.